Molecular formula: C39H34IrO3P2S
Method: DFT, wB97M-V/def2-TZVPD

The calculation puts the HOMO-LUMO gap (alpha / beta) at 5.50 / 5.56 eV. The spin multiplicity is 2. The LUMO energy (alpha / beta) is -8.431 / -8.360 eV. The expectation value of S² is 0.783. The charge is +2. As for the total energy: -2916.89206 Eh.

Cartesian coordinates (Å):
Ir  0.968  -0.095  -0.362
O  2.970  0.847  -0.044
S  3.714  -0.452  -0.167
O  4.879  -0.428  -0.973
O  2.660  -1.445  -0.574
C  4.078  -0.899  1.502
C  5.321  -1.398  1.839
C  5.549  -1.779  3.154
C  4.537  -1.671  4.096
C  3.286  -1.183  3.744
C  3.047  -0.782  2.433
P  1.400  -0.129  1.991
C  1.230  1.492  2.764
C  1.164  1.613  4.151
C  1.114  2.874  4.723
C  1.121  4.006  3.920
C  1.160  3.884  2.539
C  1.213  2.628  1.957
C  0.235  -1.282  2.726
C  0.462  -2.647  2.516
C  -0.486  -3.569  2.922
C  -1.662  -3.134  3.523
C  -1.888  -1.779  3.730
C  -0.953  -0.846  3.313
H  6.088  -1.480  1.080
H  6.518  -2.164  3.440
H  4.717  -1.975  5.118
H  2.498  -1.125  4.484
H  1.141  0.736  4.785
H  1.079  2.968  5.800
H  1.099  4.986  4.378
H  1.165  4.768  1.915
H  1.254  2.521  0.880
H  1.377  -2.974  2.035
H  -0.311  -4.625  2.769
H  -2.407  -3.856  3.831
H  -2.798  -1.445  4.211
H  -1.135  0.213  3.448
C  -3.670  -0.011  -3.421
C  -3.684  -0.546  -2.017
C  -4.849  -1.133  -1.528
C  -4.920  -1.646  -0.244
C  -3.818  -1.575  0.596
C  -2.646  -1.005  0.134
C  -2.568  -0.500  -1.165
P  -0.953  0.103  -1.732
C  -0.579  -0.949  -3.176
C  -0.436  -2.284  -2.763
C  -0.165  -3.277  -3.678
C  -0.027  -2.943  -5.022
C  -0.170  -1.630  -5.426
C  -0.437  -0.600  -4.521
C  -0.576  0.802  -5.043
C  -1.004  1.910  -1.850
C  -2.129  2.652  -1.579
C  -2.013  4.015  -1.282
C  -0.757  4.615  -1.175
C  0.379  3.882  -1.427
C  0.288  2.517  -1.803
C  1.420  1.764  -2.075
H  -4.612  0.486  -3.651
H  -3.550  -0.831  -4.133
H  -2.862  0.700  -3.584
H  -5.713  -1.182  -2.179
H  -5.837  -2.107  0.098
H  -3.872  -1.967  1.603
H  -1.773  -0.952  0.774
H  -0.555  -2.533  -1.713
H  -0.065  -4.303  -3.351
H  0.193  -3.712  -5.750
H  -0.075  -1.379  -6.476
H  -1.428  0.865  -5.722
H  0.306  1.074  -5.626
H  -0.704  1.538  -4.251
H  -3.105  2.184  -1.581
H  -2.904  4.599  -1.095
H  -0.681  5.653  -0.882
H  1.362  4.332  -1.353
H  2.407  2.194  -1.946
H  1.378  0.804  -2.579